No. 1
{
  "formula": "C27H50N6O3PRuSSe3",
  "method": "ωB97M-V/def2-TZVPD",
  "symbols": ["H", "Ru", "H", "C", "H", "C", "C", "N", "C", "H", "P", "C", "C", "H", "H", "C", "N", "H", "O", "C", "C", "C", "C", "H", "H", "H", "C", "H", "H", "O", "H", "H", "C", "C", "H", "H", "H", "C", "H", "H", "Se", "H", "H", "C", "H", "H", "H", "C", "H", "O", "C", "H", "N", "H", "N", "H", "H", "N", "H", "H", "C", "H", "H", "C", "H", "S", "Se", "N", "C", "C", "H", "C", "H", "C", "H", "H", "Se", "C", "H", "C", "H", "H", "H", "H", "H", "H", "H", "H", "C", "H", "H", "H"],
  "xyz": [[-5.6819, 1.9054, 3.6558], [-1.1696, 0.7571, 1.0529], [-0.5823, 3.7278, -1.9302], [-4.2514, 0.7680, 1.8726], [2.0829, -1.6146, -1.7951], [1.2123, 4.8592, -1.4274], [-4.9522, 1.2407, 4.1379], [0.9897, 2.4147, -1.7066], [1.7892, 0.7961, -3.0112], [-0.0557, -2.5756, -3.2015], [-0.5262, -2.7078, 0.2031], [4.0381, -0.7731, -1.3731], [-1.1540, -4.7568, 1.9302], [-3.0693, -2.1874, 0.8917], [-3.2429, -0.9610, 3.5243], [4.7598, -0.2459, 1.0135], [-1.5091, -3.5429, 1.2250], [4.4126, -1.7846, -1.1853], [-4.5769, 1.7506, 5.4064], [1.8106, 0.7629, -5.3703], [2.5206, -0.8002, -1.2136], [4.7448, 0.2097, -0.4410], [-2.9955, 2.4983, 3.2506], [1.9248, -5.0937, 0.3081], [2.0367, 0.2729, -6.3078], [1.3240, -4.3241, -1.1734], [1.7935, -4.1356, -0.2099], [-3.5652, -3.9010, 0.9046], [2.8445, 3.9375, -0.3632], [-3.2604, 0.1422, 1.0325], [0.5860, 5.7506, -1.3315], [-5.0681, 0.0468, 1.9800], [-0.7745, -2.2208, -2.4542], [1.1967, 2.0515, -3.0300], [4.2807, -0.5405, -2.4136], [0.9310, -2.0766, 2.3327], [2.6352, 5.2547, 1.7358], [-1.9440, 1.1225, -2.1065], [2.5553, -2.3398, 1.6786], [-5.3608, 1.8201, 5.9573], [-0.9220, 0.0584, 3.3538], [-2.3489, 2.5646, 4.1242], [-1.7795, -5.5957, 1.6029], [1.8163, 5.2383, 1.0156], [-1.2989, -4.6271, 3.0065], [-1.7449, -2.1032, -2.9433], [1.7143, -3.6631, 2.5075], [1.3982, 1.4186, -0.9037], [2.5625, -0.8604, -4.1693], [-0.6663, -1.2361, 0.3213], [-1.3612, -4.4760, -1.6907], [-0.1131, -5.0150, 1.7519], [1.9056, 0.4359, -1.6748], [0.9791, 2.4877, -6.3400], [-1.5779, 1.0563, -0.9967], [2.7903, -3.7181, -0.3886], [-0.7227, -4.9411, -2.4494], [-0.8693, -3.1579, -1.3424], [-2.8604, 0.0649, 4.9089], [5.7705, 0.3442, -0.7917], [2.3254, 4.9018, -0.3815], [-0.0311, 3.4952, -0.2778], [1.6391, 4.8833, -2.4341], [1.5779, -2.8042, 1.8406], [2.2162, -0.9317, -0.1767], [-2.4343, 1.2310, -3.6532], [-1.8974, 2.9215, 1.6828], [0.9995, -3.2133, 0.5683], [0.8900, 2.6941, -4.2218], [0.3050, 3.6408, -1.3014], [4.2683, 1.1929, -0.5165], [-2.9027, -3.1549, 1.3585], [3.7509, -0.3075, 1.4229], [-2.8258, 0.0041, 3.8218], [-2.3765, -4.4196, -2.0955], [1.3402, 6.2216, 1.0256], [1.2449, 1.3772, 0.9715], [2.1092, 0.1217, -4.1824], [3.0680, 5.6420, -0.6891], [1.2111, 2.0286, -5.3887], [-4.6265, 1.6643, 1.3745], [-3.1609, -3.0631, 2.4172], [-3.4324, 0.3926, 0.1119], [0.3972, 3.6558, -4.2378], [1.0890, 4.5065, 1.3700], [5.3162, 0.4547, 1.6367], [-3.7377, 3.2955, 3.3173], [-5.4079, 0.2472, 4.2386], [-3.7028, 1.1327, 3.2499], [-0.4719, -1.2411, -2.0913], [-1.3763, -5.1262, -0.8175], [5.2348, -1.2261, 1.1071]],
  "forces_ev_per_a": [[0.000, -0.001, -0.001], [0.017, 0.040, -0.001], [-0.005, -0.002, -0.002], [-0.008, -0.004, -0.018], [-0.006, -0.011, -0.003], [0.006, -0.006, -0.001], [0.001, 0.006, -0.001], [-0.043, -0.019, -0.002], [-0.025, -0.005, 0.010], [0.009, 0.007, 0.001], [0.046, -0.002, 0.038], [0.000, 0.006, 0.005], [-0.003, 0.011, -0.014], [-0.003, 0.003, 0.000], [-0.004, 0.009, 0.004], [0.007, 0.004, -0.006], [-0.003, -0.006, 0.011], [-0.001, -0.003, -0.002], [0.001, -0.001, -0.001], [-0.001, 0.003, 0.001], [-0.003, -0.016, 0.003], [-0.010, -0.006, -0.009], [-0.008, -0.013, 0.011], [0.001, -0.004, -0.003], [0.000, 0.000, 0.000], [0.003, 0.005, 0.003], [-0.006, -0.010, 0.001], [0.000, 0.004, -0.002], [0.004, 0.001, 0.001], [0.043, 0.018, 0.015], [-0.002, 0.000, 0.002], [-0.004, 0.003, -0.006], [0.026, 0.025, 0.001], [0.023, 0.025, -0.014], [-0.001, 0.000, 0.004], [-0.005, -0.001, -0.002], [-0.001, 0.001, 0.000], [-0.020, 0.041, 0.005], [0.000, -0.009, 0.002], [0.000, -0.001, 0.001], [0.016, -0.004, -0.001], [0.002, 0.000, -0.003], [0.004, -0.003, 0.003], [0.003, 0.000, -0.001], [0.000, 0.001, 0.003], [0.001, -0.005, -0.002], [0.001, 0.003, 0.005], [-0.008, 0.021, 0.003], [-0.002, 0.002, -0.001], [-0.032, -0.076, -0.057], [0.020, 0.002, -0.004], [0.000, -0.004, 0.000], [0.023, 0.018, 0.000], [-0.003, 0.000, 0.000], [-0.003, 0.022, 0.007], [0.000, 0.004, 0.003], [0.003, -0.006, 0.004], [-0.073, -0.020, 0.002], [0.006, -0.002, 0.001], [0.001, 0.000, -0.001], [-0.013, -0.005, 0.000], [0.000, 0.001, 0.010], [-0.004, 0.003, 0.001], [0.000, -0.005, 0.002], [-0.007, 0.001, -0.007], [0.019, -0.035, -0.006], [0.005, 0.028, 0.011], [0.027, 0.039, -0.021], [0.010, -0.006, 0.005], [0.016, -0.008, -0.008], [0.000, -0.001, 0.003], [0.004, 0.002, 0.001], [-0.008, 0.004, 0.002], [-0.011, -0.012, 0.005], [0.006, 0.008, -0.008], [0.001, 0.000, 0.000], [-0.022, -0.021, 0.002], [0.004, -0.013, -0.003], [0.002, -0.001, 0.000], [0.011, -0.001, 0.004], [0.005, 0.004, 0.004], [0.003, -0.003, -0.001], [-0.020, -0.020, -0.003], [-0.001, -0.002, 0.001], [-0.004, -0.006, 0.000], [-0.003, 0.001, 0.002], [0.001, 0.001, -0.001], [0.001, -0.001, 0.002], [0.000, 0.005, 0.002], [0.002, -0.006, -0.002], [-0.008, 0.004, 0.011], [0.000, 0.001, 0.000]],
  "orbital_gap_ev": [7.31, 6.45],
  "charge": 0,
  "e_above_lowest_kcal_mol": 0.0,
  "spin_multiplicity": 2
}

***

No. 2
{
  "formula": "C27H50O6",
  "method": "ωB97M-V/def2-TZVPD",
  "symbols": ["C", "C", "H", "H", "H", "H", "H", "C", "C", "H", "C", "C", "H", "H", "H", "H", "H", "C", "H", "H", "H", "C", "H", "H", "H", "C", "H", "H", "H", "C", "H", "H", "C", "C", "O", "O", "H", "C", "H", "C", "C", "H", "H", "H", "C", "C", "C", "H", "C", "O", "O", "C", "C", "C", "C", "C", "H", "H", "H", "H", "H", "H", "H", "C", "O", "H", "H", "H", "C", "H", "H", "H", "H", "C", "H", "O", "H", "H", "H", "H", "H", "H", "H"],
  "xyz": [[-4.0330, 1.1790, -0.1997], [-1.5364, -3.5948, -0.5946], [-0.6492, 1.3862, 3.6889], [-1.1434, -6.5355, 1.2058], [-4.4231, 0.1897, 0.0531], [1.4132, 0.4218, -2.0476], [-2.0179, -1.6291, -3.4192], [3.0060, 3.1921, -0.6113], [-1.8705, -1.7911, -2.3484], [1.2454, 4.9892, -1.9522], [4.2811, 3.1678, 0.2285], [0.0898, 3.2415, -1.4685], [-1.4063, 0.8415, 0.7899], [1.1528, -4.9976, 3.6922], [1.6774, -2.0355, -0.4022], [-1.2340, 2.4287, 1.5435], [-1.0495, 4.1625, -3.0620], [3.6704, -1.2500, -0.6454], [-0.1192, 2.6291, -0.5913], [-1.7414, 2.6592, -2.4399], [5.3827, 2.0755, -1.2943], [-4.9548, 1.8414, -1.2167], [-1.9996, -5.0591, 1.6485], [1.0132, -5.2857, 1.2305], [-0.9809, -0.2225, 3.0332], [-1.1271, -5.4455, 1.1173], [6.1955, 2.1747, 0.2898], [0.1624, 5.1947, -0.5785], [-2.0248, -5.6691, -0.8226], [0.8549, 4.4977, -1.0573], [0.1566, -3.8320, 1.7520], [0.7051, 2.6480, -2.1473], [-1.6155, -3.2771, -2.0865], [-3.0067, 1.3703, 2.1278], [-0.8115, 0.0771, -1.2585], [4.5552, 0.3262, 1.3178], [-2.4249, -3.8560, -2.5375], [-0.7159, -0.9207, -1.9220], [-5.9528, 1.9739, -0.8030], [-0.6270, 0.7790, 2.7815], [-3.9169, 2.0085, 1.0775], [2.5498, 2.2019, -0.5932], [-5.0349, 1.2349, -2.1164], [3.2636, 3.4291, -1.6466], [1.6251, -0.6524, -2.0632], [2.0057, 4.2221, -0.0883], [-1.5363, 1.3931, 1.7199], [-2.4881, -3.3446, -0.1204], [0.9626, -0.4493, 1.2793], [4.3164, -0.0108, -0.8923], [1.7954, -0.0987, 0.2868], [-1.2244, 3.5744, -2.1628], [0.8110, 0.6710, 2.2728], [0.2428, -5.3775, 3.2337], [5.2360, 2.0515, -0.2151], [-1.2316, -5.0734, -0.3619], [-0.7693, -2.9782, -0.1263], [-3.3195, 0.3374, 2.2965], [-1.8717, 4.1457, -1.5007], [-3.1219, 1.9088, 3.0727], [-4.5697, 2.8192, -1.4980], [-3.5348, 3.0010, 0.8274], [2.5293, 5.1623, 0.1054], [2.1461, -1.0808, -0.6814], [0.4518, -1.5347, 1.3589], [3.9952, -1.9462, -1.4202], [4.0289, 3.0117, 1.2793], [2.3556, -0.8807, -2.8395], [4.6715, 0.7129, 0.1869], [-2.7609, -1.4504, -1.8182], [1.1442, 1.6000, 1.8106], [4.7933, 4.1285, 0.1433], [-4.9152, 2.1379, 1.5046], [0.1433, -4.9206, 1.7832], [3.9683, -1.6131, 0.3449], [0.4508, -1.3674, -2.4170], [-0.2951, -5.3327, -0.8626], [-0.6834, -3.5681, -2.5741], [0.2539, -6.4645, 3.2961], [1.5997, 3.8726, 0.8640], [1.4900, 0.4379, 3.0978], [-0.6065, -5.0113, 3.8060], [-3.0462, 1.0475, -0.6431]],
  "forces_ev_per_a": [[-0.107, 0.343, 0.024], [0.128, -0.294, -0.349], [0.000, -0.041, 0.040], [-0.063, -0.023, 0.078], [0.065, -0.098, 0.018], [0.113, -0.140, -0.065], [-0.028, 0.073, -0.003], [0.039, 0.270, 0.381], [0.115, -0.195, -0.038], [-0.013, 0.092, -0.040], [-0.049, -0.157, -0.262], [-0.069, 0.340, -0.071], [0.022, 0.067, -0.096], [0.066, -0.001, 0.134], [0.163, 0.163, -0.139], [0.058, 0.076, -0.096], [-0.039, 0.078, -0.103], [-0.493, -0.286, 0.541], [0.072, -0.127, 0.056], [-0.143, -0.069, -0.080], [0.063, 0.031, 0.013], [0.133, -0.196, 0.092], [-0.097, -0.038, 0.072], [0.043, 0.048, -0.079], [-0.010, 0.005, 0.087], [0.303, 0.014, -0.257], [0.005, -0.100, -0.044], [-0.041, 0.080, -0.057], [0.032, -0.030, -0.093], [0.037, -0.238, 0.217], [0.083, 0.020, -0.076], [0.046, -0.128, 0.065], [-0.096, 0.151, 0.197], [0.092, 0.301, -0.203], [0.130, 0.134, 0.093], [-0.017, 0.034, 0.095], [0.035, -0.023, -0.051], [-0.373, -0.011, -0.179], [-0.124, 0.044, -0.005], [0.100, 0.120, -0.252], [0.028, -0.385, 0.083], [-0.065, -0.081, -0.115], [-0.063, 0.003, -0.133], [0.001, -0.059, -0.116], [0.309, 0.391, 0.476], [-0.003, -0.024, -0.369], [-0.175, -0.263, 0.366], [-0.049, 0.073, 0.080], [0.093, 0.172, 0.121], [-0.073, 0.080, -0.446], [0.180, 0.207, -0.126], [0.196, -0.181, 0.074], [-0.232, -0.114, 0.175], [0.100, 0.102, -0.211], [-0.092, 0.090, 0.195], [-0.200, 0.145, 0.281], [0.030, 0.089, 0.089], [-0.033, -0.073, 0.078], [-0.118, 0.087, 0.052], [-0.007, -0.066, 0.078], [0.009, 0.130, -0.066], [-0.028, 0.125, -0.004], [0.028, 0.010, 0.103], [0.262, -0.397, -0.429], [-0.138, -0.076, 0.081], [-0.041, 0.061, 0.049], [0.037, 0.062, 0.057], [-0.089, -0.006, 0.048], [0.342, 0.200, 0.103], [0.065, 0.076, -0.040], [0.052, 0.026, 0.032], [-0.006, 0.013, 0.058], [-0.037, 0.094, -0.030], [-0.267, -0.120, 0.166], [-0.056, -0.033, -0.249], [-0.164, -0.349, -0.175], [0.032, -0.056, -0.078], [-0.046, -0.071, -0.047], [-0.003, -0.107, 0.064], [-0.006, 0.016, 0.106], [0.084, 0.020, -0.062], [-0.085, 0.018, 0.117], [0.049, -0.121, -0.004]],
  "orbital_gap_ev": 11.10,
  "charge": 0,
  "smiles": "CCCCCCCC(=O)OCC(COC(=O)CCCCCCC)OC(=O)CCCCCCC",
  "e_above_lowest_kcal_mol": 4.0,
  "spin_multiplicity": 1
}

***

Number 1 is which compound? C27H50N6O3PRuSSe3